This record from the Open Molecules 2025 dataset describes a molecular structure, C33H43BCoN9O4S3Se. The level of theory is wB97M-V/def2-TZVPD.

Structure (XYZ):
```
95
C33H43BCoN9O4S3Se (wB97M-V/def2-TZVPD)
Co 0.75 -0.32 0.39
C 5.45 -0.03 -0.70
C 5.34 1.30 -1.44
C 5.64 2.44 -0.45
C 6.35 1.30 -2.59
N 3.98 1.58 -2.03
C 3.81 2.72 -2.81
C 2.51 2.80 -3.11
N 1.86 1.74 -2.52
B 0.27 1.74 -2.64
N -0.21 2.83 -1.67
C -1.08 3.81 -2.05
C -1.41 4.52 -0.96
N -0.75 3.94 0.12
C -0.02 2.90 -0.34
S 1.10 1.93 0.57
C -0.94 4.53 1.50
C -0.08 3.88 2.58
C -0.56 6.02 1.43
C -2.41 4.34 1.86
N -0.35 0.35 -2.42
C 0.18 -0.73 -3.12
C -0.64 -1.77 -2.95
N -1.71 -1.34 -2.17
C -1.60 0.02 -1.93
S -2.75 1.06 -1.31
C -2.73 -2.35 -1.72
C -1.96 -3.43 -0.95
C -3.80 -1.79 -0.80
C -3.40 -2.93 -2.97
C 2.76 1.01 -1.87
S 2.43 -0.51 -1.08
H 6.48 -0.10 -0.35
H 5.25 -0.88 -1.34
H 4.80 -0.08 0.17
H 6.64 2.29 -0.02
H 4.91 2.43 0.36
H 5.61 3.41 -0.93
H 7.32 0.97 -2.21
H 6.49 2.28 -3.04
H 6.04 0.60 -3.37
H 4.63 3.36 -3.08
H 1.97 3.53 -3.70
H 0.04 2.12 -3.77
H -1.42 3.91 -3.07
H -2.07 5.36 -0.84
H 0.98 4.01 2.38
H -0.30 2.83 2.71
H -0.32 4.41 3.51
H 0.48 6.13 1.13
H -0.69 6.46 2.42
H -1.18 6.58 0.73
H -2.65 3.28 1.88
H -3.08 4.84 1.15
H -2.59 4.76 2.85
H 1.12 -0.67 -3.65
H -0.54 -2.78 -3.29
H -1.48 -2.99 -0.07
H -1.20 -3.92 -1.55
H -2.67 -4.19 -0.61
H -3.37 -1.32 0.09
H -4.41 -2.65 -0.48
H -4.44 -1.07 -1.29
H -2.70 -3.48 -3.60
H -3.84 -2.13 -3.56
H -4.19 -3.62 -2.67
O -1.24 -1.54 3.35
Se -0.70 -0.23 2.58
O 0.97 -0.38 2.26
O -1.04 -0.31 0.91
O -1.09 1.20 3.22
N 1.53 -7.27 1.63
C 1.81 -8.58 1.33
C 1.99 -9.71 2.12
C 2.28 -10.89 1.46
C 2.38 -10.93 0.05
C 2.20 -9.80 -0.72
C 1.91 -8.61 -0.07
N 1.69 -7.34 -0.59
C 1.47 -6.58 0.45
C 1.19 -5.14 0.40
C 0.91 -4.41 1.55
C 0.67 -3.06 1.47
N 0.70 -2.39 0.30
C 0.94 -3.10 -0.81
C 1.18 -4.45 -0.81
H 1.38 -6.88 2.55
H 1.92 -9.68 3.20
H 2.42 -11.79 2.03
H 2.60 -11.88 -0.43
H 2.28 -9.83 -1.80
H 0.86 -4.88 2.52
H 0.42 -2.50 2.35
H 0.92 -2.54 -1.74
H 1.37 -4.99 -1.73
```

Values from the calculation:
HOMO level (alpha / beta) in eV: -6.934 / -6.928
ΔE to the lowest compared entry with this formula, charge and spin in kcal per mole: 58.93
E_tot in eV: -192677.07939
HOMO-LUMO gap (alpha / beta) in eV: 6.21 / 6.10
Molecular weight in g/mol: 874.67
LUMO energy (alpha / beta) in eV: -0.73 / -0.83

***

This record from the Open Molecules 2025 dataset describes a molecular structure, C30H67FInN2O7S in a non-equilibrium geometry. The level of theory is wB97M-V/def2-TZVPD.

Structure (XYZ):
```
109
C30H67FInN2O7S (wB97M-V/def2-TZVPD)
C 0.33 -2.02 7.28
C -0.19 -2.30 6.23
C -0.82 -2.68 4.99
In -0.63 -0.97 3.55
F 0.87 0.21 4.28
C -2.43 0.30 3.37
C -2.55 0.82 1.92
C -3.32 -0.15 1.02
C 0.07 -1.59 1.55
C 1.05 -2.78 1.58
C 2.39 -2.41 0.98
C 3.12 -1.37 1.82
S 3.13 0.26 1.00
C 2.18 1.22 2.06
N 1.16 1.92 1.70
N 0.75 2.61 2.83
C 1.53 2.21 3.77
O 2.50 1.38 3.37
H 0.90 -1.55 8.04
H -1.87 -2.87 5.19
H -0.36 -3.59 4.63
H -3.33 -0.25 3.63
H -2.29 1.14 4.04
H -3.00 1.81 1.90
H -1.55 0.95 1.50
H -2.90 -0.20 0.02
H -4.37 0.12 0.95
H -3.25 -1.16 1.43
H -0.79 -1.77 0.91
H 0.58 -0.72 1.13
H 0.65 -3.62 1.01
H 1.22 -3.12 2.60
H 2.25 -2.06 -0.04
H 3.02 -3.31 0.92
H 2.64 -1.25 2.79
H 4.16 -1.62 1.98
H 1.47 2.50 4.80
C 1.60 5.83 1.34
C 1.98 5.23 -0.01
C 0.75 4.89 -0.84
O 2.78 4.06 0.16
H 1.00 5.11 1.90
H 2.49 6.06 1.92
H 1.01 6.74 1.21
H 2.62 5.94 -0.55
H 0.15 4.16 -0.31
H 1.04 4.46 -1.80
H 0.13 5.77 -1.04
H 2.22 3.41 0.62
C -5.69 1.85 6.32
C -5.75 1.00 5.05
C -7.11 1.10 4.38
O -5.45 -0.36 5.36
H -6.43 1.50 7.04
H -4.70 1.76 6.77
H -5.88 2.90 6.10
H -4.98 1.33 4.36
H -7.90 0.73 5.05
H -7.13 0.48 3.48
H -7.36 2.13 4.11
H -6.12 -0.67 5.98
C -3.57 6.00 -4.06
C -2.24 6.27 -3.38
C -1.35 7.17 -4.23
O -1.57 5.06 -3.08
H -3.41 5.48 -5.01
H -4.19 5.36 -3.43
H -4.11 6.93 -4.26
H -2.41 6.75 -2.41
H -1.13 6.68 -5.19
H -0.40 7.36 -3.73
H -1.83 8.13 -4.44
H -1.40 4.59 -3.91
C 1.22 -4.44 -4.00
C 2.10 -3.78 -2.95
C 2.68 -2.46 -3.44
O 3.14 -4.67 -2.55
H 1.81 -4.66 -4.90
H 0.81 -5.37 -3.63
H 0.40 -3.78 -4.29
H 1.51 -3.60 -2.05
H 3.31 -2.63 -4.32
H 3.30 -2.01 -2.66
H 1.89 -1.76 -3.71
H 3.69 -4.85 -3.32
C -2.86 0.61 -4.22
C -1.44 1.10 -4.49
C -0.40 0.23 -3.80
O -1.30 2.46 -4.09
H -3.07 0.65 -3.15
H -3.59 1.25 -4.73
H -2.99 -0.41 -4.56
H -1.26 1.10 -5.57
H -0.55 0.25 -2.72
H 0.60 0.60 -4.01
H -0.47 -0.81 -4.13
H -1.46 2.50 -3.13
C 7.47 -7.19 -2.22
C 5.97 -7.09 -2.45
C 5.28 -8.42 -2.21
O 5.70 -6.62 -3.77
H 7.91 -7.90 -2.92
H 7.95 -6.22 -2.40
H 7.70 -7.51 -1.21
H 5.55 -6.34 -1.78
H 5.66 -9.18 -2.90
H 4.21 -8.32 -2.37
H 5.44 -8.78 -1.19
H 6.06 -7.27 -4.39
```

Values from the calculation:
HOMO level in eV: -4.650
E_tot in eV: -68234.24940
Net charge: -1
HOMO-LUMO gap in eV: 6.74
Molecular weight in g/mol: 733.76
LUMO energy in eV: 2.09

***

Question: What is the E_tot in the second record?
Answer: -68234.24940 eV

***

Question: Which of these has the highest molecular weight?
Answer: C33H43BCoN9O4S3Se

***

Question: Which formula does entry 1 have?
Answer: C33H43BCoN9O4S3Se

***

Please write out number 1 again, unchanged.
This record from the Open Molecules 2025 dataset describes a molecular structure, C33H43BCoN9O4S3Se. The level of theory is wB97M-V/def2-TZVPD.

Structure (XYZ):
```
95
C33H43BCoN9O4S3Se (wB97M-V/def2-TZVPD)
Co 0.75 -0.32 0.39
C 5.45 -0.03 -0.70
C 5.34 1.30 -1.44
C 5.64 2.44 -0.45
C 6.35 1.30 -2.59
N 3.98 1.58 -2.03
C 3.81 2.72 -2.81
C 2.51 2.80 -3.11
N 1.86 1.74 -2.52
B 0.27 1.74 -2.64
N -0.21 2.83 -1.67
C -1.08 3.81 -2.05
C -1.41 4.52 -0.96
N -0.75 3.94 0.12
C -0.02 2.90 -0.34
S 1.10 1.93 0.57
C -0.94 4.53 1.50
C -0.08 3.88 2.58
C -0.56 6.02 1.43
C -2.41 4.34 1.86
N -0.35 0.35 -2.42
C 0.18 -0.73 -3.12
C -0.64 -1.77 -2.95
N -1.71 -1.34 -2.17
C -1.60 0.02 -1.93
S -2.75 1.06 -1.31
C -2.73 -2.35 -1.72
C -1.96 -3.43 -0.95
C -3.80 -1.79 -0.80
C -3.40 -2.93 -2.97
C 2.76 1.01 -1.87
S 2.43 -0.51 -1.08
H 6.48 -0.10 -0.35
H 5.25 -0.88 -1.34
H 4.80 -0.08 0.17
H 6.64 2.29 -0.02
H 4.91 2.43 0.36
H 5.61 3.41 -0.93
H 7.32 0.97 -2.21
H 6.49 2.28 -3.04
H 6.04 0.60 -3.37
H 4.63 3.36 -3.08
H 1.97 3.53 -3.70
H 0.04 2.12 -3.77
H -1.42 3.91 -3.07
H -2.07 5.36 -0.84
H 0.98 4.01 2.38
H -0.30 2.83 2.71
H -0.32 4.41 3.51
H 0.48 6.13 1.13
H -0.69 6.46 2.42
H -1.18 6.58 0.73
H -2.65 3.28 1.88
H -3.08 4.84 1.15
H -2.59 4.76 2.85
H 1.12 -0.67 -3.65
H -0.54 -2.78 -3.29
H -1.48 -2.99 -0.07
H -1.20 -3.92 -1.55
H -2.67 -4.19 -0.61
H -3.37 -1.32 0.09
H -4.41 -2.65 -0.48
H -4.44 -1.07 -1.29
H -2.70 -3.48 -3.60
H -3.84 -2.13 -3.56
H -4.19 -3.62 -2.67
O -1.24 -1.54 3.35
Se -0.70 -0.23 2.58
O 0.97 -0.38 2.26
O -1.04 -0.31 0.91
O -1.09 1.20 3.22
N 1.53 -7.27 1.63
C 1.81 -8.58 1.33
C 1.99 -9.71 2.12
C 2.28 -10.89 1.46
C 2.38 -10.93 0.05
C 2.20 -9.80 -0.72
C 1.91 -8.61 -0.07
N 1.69 -7.34 -0.59
C 1.47 -6.58 0.45
C 1.19 -5.14 0.40
C 0.91 -4.41 1.55
C 0.67 -3.06 1.47
N 0.70 -2.39 0.30
C 0.94 -3.10 -0.81
C 1.18 -4.45 -0.81
H 1.38 -6.88 2.55
H 1.92 -9.68 3.20
H 2.42 -11.79 2.03
H 2.60 -11.88 -0.43
H 2.28 -9.83 -1.80
H 0.86 -4.88 2.52
H 0.42 -2.50 2.35
H 0.92 -2.54 -1.74
H 1.37 -4.99 -1.73
```

Values from the calculation:
HOMO level (alpha / beta) in eV: -6.934 / -6.928
ΔE to the lowest compared entry with this formula, charge and spin in kcal per mole: 58.93
E_tot in eV: -192677.07939
HOMO-LUMO gap (alpha / beta) in eV: 6.21 / 6.10
Molecular weight in g/mol: 874.67
LUMO energy (alpha / beta) in eV: -0.73 / -0.83